A 3-piece molecular cluster, CH7NO2 overall in a non-equilibrium geometry. Source: the OMol25 dataset; level of theory: ωB97M-V/def2-TZVPD.

Computed properties:
- E_LUMO: 0.655 eV
- Energy above the lowest of the compared OMol25 structures with the same formula, charge and spin: 27.91 kcal per mole
- Calculated total energy: -6734.1334 eV
- Largest force on an atom: 3.82 eV Å⁻¹
- HOMO energy: -9.7300 eV

Each line ends with the Löwdin charge.
Geometry (Å):
O 2.115 -1.169 -1.546  -0.107
O -1.205 1.177 -1.542  -0.140
N 0.058 0.410 1.322  -0.003
C -0.846 -0.063 2.026  -0.182
H -0.919 0.216 -1.879  0.112
H -0.658 -1.050 2.526  0.068
H -0.433 1.792 -1.550  0.046
H 2.672 -1.015 -0.727  0.066
H -1.864 0.303 2.083  0.057
H -0.265 1.101 0.557  0.051
H 1.345 -1.702 -1.269  0.031

A 2-piece molecular cluster, H4O2 overall in a non-equilibrium geometry. Source: the OMol25 dataset; level of theory: ωB97M-V/def2-TZVPD.

Computed properties:
- E_LUMO: 0.787 eV
- Energy above the lowest of the compared OMol25 structures with the same formula, charge and spin: 1.40 kcal per mole
- Calculated total energy: -4159.8781 eV
- Largest force on an atom: 1.48 eV Å⁻¹
- HOMO energy: -11.0055 eV

Each line ends with the Löwdin charge.
Geometry (Å):
O 0.988 -1.216 0.430  -0.078
O -0.796 1.011 -0.412  -0.071
H 0.582 -0.349 0.197  0.005
H -1.378 1.367 0.297  0.069
H -1.330 0.378 -0.928  0.062
H 1.934 -1.191 0.416  0.013

C47H47N10O6S2V as an isolated structure in a non-equilibrium geometry. Source: the OMol25 dataset; level of theory: ωB97M-V/def2-TZVPD.

Computed properties:
- E_LUMO (spin up / spin down): 2.423 / 2.422 eV
- Energy above the lowest of the compared OMol25 structures with the same formula, charge and spin: 5.00 kcal per mole
- Calculated total energy: -124047.8481 eV
- Total charge: -1
- Multiplicity: 2
- Largest force on an atom: 2.13 eV Å⁻¹
- HOMO energy (spin up / spin down): -2.8184 / -2.7886 eV

Each line ends with the Löwdin charge.
Geometry (Å):
V -1.004 -1.075 -0.320  0.894
S 0.043 -3.111 -2.731  1.017
S 1.639 0.844 -2.637  0.601
O 2.692 0.778 2.963  -0.082
O -1.689 -2.115 0.974  -0.328
O 1.668 2.207 -2.171  -0.313
O 0.184 3.076 3.045  -0.075
O 0.843 0.527 -3.799  -0.310
O -2.419 3.718 1.992  -0.139
N -0.614 0.724 4.241  0.157
N 1.126 -0.099 -1.417  -0.065
N -1.675 1.278 2.274  0.153
N 0.843 -1.887 -0.077  -0.031
N 0.059 -0.258 2.221  0.150
N -2.072 -1.806 -4.340  0.125
N -1.050 -1.935 -2.132  -0.341
N 2.980 -1.630 -1.093  0.141
N -2.921 -0.730 -0.964  -0.042
N 7.194 -0.123 -4.541  0.079
C 3.511 -0.313 -4.240  -0.053
C -3.368 -3.693 0.088  -0.050
C 1.579 -3.026 4.167  -0.101
C -1.796 2.991 -1.541  -0.076
C -4.327 -0.481 -2.958  -0.041
C 5.888 0.067 -4.053  -0.326
C -1.128 3.198 6.953  -0.111
C 1.709 -1.192 -0.901  -0.479
C -1.637 1.766 0.930  -0.176
C -2.154 3.726 -0.407  -0.041
C 1.349 -2.896 -5.116  -0.137
C 3.329 -2.776 -0.543  -0.142
C -5.102 0.233 -0.793  -0.085
C 1.231 -3.057 0.427  -0.145
C 5.655 0.918 -2.972  -0.038
C 4.363 1.153 -2.530  -0.059
C 0.538 4.280 2.378  -0.052
C -0.849 -1.841 -6.429  -0.031
C -3.940 -0.165 -0.249  -0.153
C -1.075 2.003 6.240  -0.028
C -3.121 -0.926 -2.333  -0.233
C -0.383 4.368 4.989  -0.019
C 4.804 -0.541 -4.685  -0.030
C 1.421 -2.652 -6.485  -0.119
C -0.688 0.551 2.859  -0.374
C -1.283 1.001 -0.183  -0.120
C 2.592 1.189 1.587  -0.038
C 0.684 -2.259 3.426  -0.041
C 2.484 -3.568 0.224  -0.065
C -3.360 4.777 1.895  -0.079
C -0.921 -2.079 -5.054  -0.267
C 1.007 -0.976 2.968  -0.219
C -1.389 1.683 -1.421  -0.128
C 0.186 -2.633 -4.410  -0.463
C 0.310 -2.130 -7.136  -0.105
C 3.174 -1.242 4.015  -0.013
C -0.282 3.169 4.297  -0.230
C -5.295 0.080 -2.213  -0.101
C -0.801 4.385 6.317  -0.102
C 2.835 -2.511 4.467  -0.106
C -2.544 -3.200 1.277  -0.520
C -3.434 -2.824 2.445  -0.059
C -0.669 1.965 4.914  -0.159
C 3.295 0.517 -3.151  -0.297
C -2.074 -1.556 -2.945  -0.347
C 2.282 -0.475 3.273  -0.246
C -2.076 3.096 0.810  -0.251
H -2.124 1.922 2.898  0.122
H -2.833 -2.578 3.329  0.070
H 7.331 -0.978 -5.050  0.075
H 6.496 1.408 -2.486  0.105
H 7.919 0.031 -3.864  0.075
H -1.441 3.196 7.992  0.094
H -0.109 5.294 4.499  0.102
H 2.854 2.243 1.563  0.087
H -4.113 -3.649 2.696  0.077
H 2.337 -2.855 -7.030  0.093
H 0.855 3.994 1.382  0.101
H -4.478 -0.600 -4.026  0.096
H -0.170 -0.029 4.731  0.135
H 4.172 1.828 -1.705  0.110
H 1.601 1.053 1.173  0.066
H -1.360 1.067 6.713  0.113
H -6.210 0.421 -2.685  0.090
H 1.293 -4.018 4.507  0.096
H 0.491 -3.580 1.020  0.111
H -3.746 -0.021 0.807  0.107
H 1.349 4.793 2.898  0.097
H 2.659 -0.785 -4.721  0.089
H -2.898 5.694 1.521  0.083
H -0.325 4.944 2.294  0.088
H -4.178 -2.995 -0.146  0.073
H -1.164 1.149 -2.341  0.081
H -0.303 -2.637 3.162  0.103
H 2.789 -4.517 0.646  0.096
H -0.856 5.329 6.848  0.096
H -2.775 -1.316 -4.851  0.109
H -1.930 -4.047 1.604  0.118
H -4.029 -1.943 2.180  0.071
H 0.346 -1.939 -8.202  0.094
H 4.358 -3.081 -0.724  0.104
H 4.143 -0.807 4.240  0.114
H 2.203 -3.313 -4.585  0.107
H -5.858 0.683 -0.163  0.088
H 3.309 0.627 0.989  0.088
H -2.734 -3.785 -0.800  0.069
H 3.549 -3.091 5.045  0.093
H -3.803 -4.674 0.317  0.077
H -1.835 3.459 -2.525  0.105
H -3.737 4.962 2.898  0.088
H -4.187 4.510 1.234  0.097
H -2.482 4.759 -0.486  0.099
H 4.979 -1.192 -5.540  0.107
H -1.714 -1.422 -6.942  0.108

C6H19BrN5O3Y as an isolated structure in a non-equilibrium geometry. Source: the OMol25 dataset; level of theory: ωB97M-V/def2-TZVPD.

Computed properties:
- E_LUMO: -11.232 eV
- Energy above the lowest of the compared OMol25 structures with the same formula, charge and spin: 106.03 kcal per mole
- Calculated total energy: -91189.6862 eV
- Total charge: +2
- Largest force on an atom: 6.31 eV Å⁻¹
- HOMO energy: -13.5812 eV

Each line ends with the Löwdin charge.
Geometry (Å):
Y -13.200 8.147 -16.959  1.919
Br -14.106 5.365 -17.487  0.153
O -12.218 0.658 -19.193  -0.157
O -17.288 1.682 -19.754  0.116
O -15.090 7.723 -15.467  -0.200
N -16.734 8.090 -13.987  0.235
N -16.215 6.067 -14.545  0.233
N -16.355 3.639 -19.787  0.156
N -13.514 3.731 -20.859  0.025
N -16.197 2.521 -18.029  0.161
C -13.028 1.764 -19.310  -0.242
C -15.914 7.334 -14.629  -0.690
C -16.740 2.568 -19.212  -0.864
C -12.523 -0.281 -18.110  -0.059
C -11.233 3.301 -20.567  -0.065
C -12.619 2.553 -20.586  -0.349
H -15.742 3.359 -17.696  -0.010
H -17.449 7.653 -13.423  0.149
H -14.376 3.249 -21.070  0.047
H -12.624 2.015 -21.534  0.146
H -16.959 9.018 -14.319  0.152
H -15.813 4.271 -19.214  0.012
H -16.895 5.855 -13.828  0.148
H -12.120 0.156 -17.197  0.075
H -11.845 -1.131 -18.190  0.090
H -11.234 4.194 -19.942  0.050
H -16.170 1.631 -17.554  0.131
H -14.070 1.514 -19.510  0.113
H -16.966 3.768 -20.580  0.147
H -13.027 2.394 -18.420  0.097
H -10.871 3.542 -21.567  0.077
H -13.697 4.152 -19.959  -0.046
H -10.539 2.580 -20.135  0.069
H -15.553 5.411 -14.933  0.092
H -13.508 -0.660 -17.837  0.088

An isolated ion of composition C3H3N2OS and charge +1 in a non-equilibrium geometry. Source: the OMol25 dataset; level of theory: ωB97M-V/def2-TZVPD.

Computed properties:
- E_LUMO (spin up / spin down): -7.095 / -6.898 eV
- Energy above the lowest of the compared OMol25 structures with the same formula, charge and spin: 187.24 kcal per mole
- Calculated total energy: -19006.8346 eV
- Total charge: +1
- Largest force on an atom: 3.88 eV Å⁻¹
- HOMO energy (spin up / spin down): -15.0717 / -15.4563 eV

Each line ends with the Löwdin charge.
Geometry (Å):
S -1.258 -0.673 -1.133  1.190
O -3.605 -1.171 0.381  0.024
N -4.639 -0.438 0.646  0.143
N -3.570 1.601 -0.201  0.232
C -4.330 0.807 0.184  -0.199
C -0.006 -0.003 -0.027  -0.254
C -2.479 -0.866 -0.102  -0.327
H -0.501 0.152 0.846  0.017
H 0.420 0.944 -0.310  0.075
H 0.872 -0.706 -0.116  0.100

C13H10N3O4OsS4 as an isolated structure in a non-equilibrium geometry. Source: the OMol25 dataset; level of theory: ωB97M-V/def2-TZVPD.

Computed properties:
- E_LUMO (spin up / spin down): -3.796 / -6.401 eV
- Energy above the lowest of the compared OMol25 structures with the same formula, charge and spin: 1.22 kcal per mole
- Calculated total energy: -72101.5353 eV
- Total charge: +1
- Multiplicity: 5
- Largest force on an atom: 1.66 eV Å⁻¹
- HOMO energy (spin up / spin down): -12.4219 / -12.6690 eV

Each line ends with the Löwdin charge.
Geometry (Å):
Os -0.904 0.542 1.423  1.241
S -1.711 -1.604 1.587  0.755
S -2.237 -0.256 -1.644  0.680
S 1.414 2.823 1.613  0.959
S -0.739 0.054 3.681  0.658
O -2.985 0.773 -2.270  -0.231
O -0.078 2.472 1.574  -0.729
O -2.915 -1.211 -0.819  -0.363
O 1.053 -0.037 -0.028  -0.034
N -1.049 0.390 -0.604  -0.256
N -0.365 -2.476 6.535  0.226
N -1.387 -5.057 3.212  0.226
C -1.062 -2.675 4.084  -0.312
C -1.168 -1.586 3.251  -1.002
C 1.224 -1.993 -3.978  -0.029
C -0.036 -2.205 -4.518  -0.022
C -1.185 -1.715 -3.899  -0.004
C 0.156 -0.112 -0.893  -0.571
C 1.379 -1.276 -2.803  0.028
C -1.271 -3.987 3.605  -0.195
C 1.396 4.589 2.058  -0.202
C -1.027 -1.015 -2.728  -0.182
C 0.234 -0.793 -2.183  -0.137
C 1.833 3.037 -0.141  -0.205
C -0.671 -2.553 5.434  -0.199
H 2.091 -2.402 -4.472  0.120
H -0.123 -2.751 -5.443  0.122
H 1.059 3.618 -0.632  0.078
H -2.163 -1.882 -4.320  0.132
H 2.417 4.958 2.053  0.071
H 1.904 2.050 -0.587  0.036
H 0.986 4.682 3.058  0.066
H 2.348 -1.090 -2.371  0.130
H 0.787 5.150 1.359  0.072
H 2.793 3.538 -0.196  0.072

C14H30BBrCaCl6LiN2NaO11S as an isolated structure in a non-equilibrium geometry. Source: the OMol25 dataset; level of theory: ωB97M-V/def2-TZVPD.

Computed properties:
- E_LUMO: -3.162 eV
- Calculated total energy: -220246.9165 eV
- Largest force on an atom: 6.64 eV Å⁻¹
- HOMO energy: -5.3156 eV

Each line ends with the Löwdin charge.
Geometry (Å):
Br 1.983 1.265 -2.679  0.063
Ca 2.543 2.931 0.515  0.940
Cl 1.433 2.778 3.737  0.497
Cl 0.476 0.018 3.820  0.605
Cl -7.409 -5.381 1.570  0.552
Cl -7.907 -2.584 0.984  0.519
Cl -7.641 -4.490 -1.180  0.514
Cl -5.331 -3.749 0.388  0.629
S 7.056 5.479 0.347  0.548
Na 4.158 1.298 -1.662  -0.008
O 7.566 6.333 -0.910  -0.262
O -4.091 -3.414 4.479  0.033
O -4.691 -6.220 2.527  -0.048
O -3.986 1.824 -0.861  0.156
O 1.250 -1.423 -2.030  -0.066
O -2.366 -3.167 -3.209  -0.103
O -1.361 -2.661 1.023  -0.078
O 7.393 6.178 1.551  -0.273
O -3.189 -1.537 1.537  -0.067
O -4.975 -1.867 -3.974  -0.066
O 5.718 5.026 0.091  -0.363
N -3.370 -0.463 -0.960  0.160
N -1.098 -1.042 -1.402  0.167
C 0.877 -0.286 0.310  -0.147
C -7.069 -4.049 0.440  -2.001
C -4.257 -5.661 3.572  -0.294
C 0.718 1.281 0.557  -0.308
C -2.171 -1.684 0.833  -0.648
C 6.794 7.472 -1.319  -0.255
C 6.944 8.637 -0.359  -0.075
C -3.743 0.690 -0.936  -0.341
C -1.988 -0.616 -0.325  -0.224
C 8.170 4.120 0.171  -0.121
C -3.039 -4.347 -3.632  -0.312
C -2.315 -4.974 -4.808  -0.089
C -4.548 -3.982 3.454  -0.335
C 0.619 1.536 4.702  -1.020
B 0.304 -0.906 -1.068  -0.646
Li 2.547 0.682 6.895  0.669
H 8.016 3.460 1.024  0.077
H 5.744 7.194 -1.443  0.116
H -1.748 0.383 0.112  0.132
H -3.069 -5.039 -2.790  0.118
H -1.286 -5.221 -4.536  0.074
H -4.066 -4.087 -3.900  0.094
H -2.352 -2.556 -3.956  0.087
H -4.128 -3.685 2.479  0.049
H 1.988 -0.493 0.316  0.091
H 6.422 9.518 -0.736  0.083
H 1.455 -2.312 -1.674  0.103
H -2.264 -4.275 -5.647  0.073
H 1.604 1.606 1.215  -0.137
H 9.191 4.498 0.175  0.077
H -3.179 -5.753 3.787  0.129
H -1.304 -2.019 -1.643  0.114
H 6.528 8.399 0.621  0.068
H -4.802 -0.975 -4.295  0.039
H -0.375 1.885 4.968  0.046
H 1.208 1.362 5.602  -0.074
H -0.214 1.458 1.162  0.077
H 7.949 3.595 -0.756  0.071
H 0.684 1.919 -0.432  0.010
H -5.636 -3.894 3.275  0.089
H -2.820 -5.883 -5.139  0.072
H -4.460 -1.926 -3.156  0.015
H -4.712 -5.955 4.534  0.126
H 0.460 -0.897 1.159  0.071
H 7.166 7.768 -2.301  0.124
H 7.997 8.880 -0.212  0.086

A 14-piece molecular cluster, C6H40NO14 overall in a non-equilibrium geometry. Source: the OMol25 dataset; level of theory: ωB97M-V/def2-TZVPD.

Computed properties:
- E_LUMO: -2.628 eV
- Energy above the lowest of the compared OMol25 structures with the same formula, charge and spin: 51.28 kcal per mole
- Calculated total energy: -37020.5759 eV
- Total charge: +1
- Largest force on an atom: 2.61 eV Å⁻¹
- HOMO energy: -13.0079 eV

Each line ends with the Löwdin charge.
Geometry (Å):
O 0.411 4.709 -1.232  -0.034
O -0.407 -2.444 -2.817  -0.046
O -1.507 -4.049 -0.580  -0.031
O 2.516 0.160 3.150  -0.026
O 2.115 -2.985 2.427  0.083
O -2.459 2.018 -1.175  -0.063
O -0.343 0.884 4.072  -0.069
O -2.411 1.738 2.580  -0.046
O -3.995 0.357 0.497  -0.054
O -0.729 4.211 1.817  -0.048
O 1.030 -4.484 0.283  -0.053
O -4.016 -1.602 -1.330  -0.067
O -2.387 -0.032 -2.871  -0.064
O 3.721 -1.002 -2.376  -0.032
N 2.264 -2.292 -0.265  0.220
C 0.786 1.445 -1.598  -0.068
C 1.443 -2.087 2.001  -0.217
C 1.052 -0.220 0.287  -0.112
C 1.891 2.262 0.518  -0.032
C 1.597 1.071 -0.371  -0.395
C 1.995 -1.256 0.835  -0.224
H -2.484 2.034 -2.139  0.056
H -4.047 -1.266 -0.412  0.026
H -1.870 -3.301 -1.038  0.009
H 3.540 -1.174 -3.303  0.065
H -3.162 2.107 3.064  0.088
H 0.362 -0.643 -0.451  0.113
H 2.618 2.015 1.283  0.071
H -3.383 0.777 -0.128  0.009
H 3.096 -1.984 -0.783  0.120
H -4.672 -1.090 -1.807  0.059
H 0.931 2.568 0.936  0.073
H -0.538 -0.051 4.132  0.022
H 0.158 -4.588 -0.134  0.024
H -1.056 3.404 2.221  -0.007
H 2.899 -0.893 1.315  0.142
H 0.354 4.097 -1.969  0.019
H 1.053 2.450 -1.903  0.051
H 0.065 -3.095 -3.348  0.061
H -2.099 2.860 -0.876  0.055
H -2.233 -4.340 -0.020  0.075
H -1.442 -0.236 -2.909  0.018
H -1.339 -2.607 -3.000  0.045
H 0.931 0.820 -2.486  0.087
H -2.746 1.723 1.674  0.030
H 4.651 -0.846 -2.202  0.066
H -4.803 0.871 0.579  0.077
H 1.245 -5.030 1.034  0.065
H 1.472 -2.125 -0.880  0.122
H 1.349 4.779 -1.066  0.038
H 0.460 -1.836 2.415  0.138
H 2.309 -3.244 0.138  0.115
H 2.537 -0.031 4.091  0.072
H 0.418 0.152 1.103  0.127
H 2.561 0.779 -0.821  0.118
H 2.871 1.039 3.072  0.041
H 2.172 3.113 -0.089  0.067
H -0.302 1.465 -1.485  0.054
H -0.793 4.143 0.860  -0.004
H -1.032 1.352 3.575  -0.024
H -2.619 -0.571 -2.094  -0.003